A 2-piece molecular cluster, C4H10N2 overall in a non-equilibrium geometry, computed with ωB97M-V/def2-TZVPD.

## Properties
Largest force on an atom ... 2.88 eV Å⁻¹
E_HOMO ... -8.012 eV
SMILES ... C=CN.C=CN
DFT total energy ... -7288.234 eV

```
16
Properties=species:S:1:pos:R:3:forces:R:3
C -1.8754 1.5306 -0.2735 0.7 0.9 0.4
C -2.2722 0.2872 -0.4924 0.4 -0.5 0.3
N -1.6603 -0.8281 0.0665 -0.6 0.8 -0.2
H -2.2675 2.4089 -0.7298 -0.7 0.1 -0.6
H -1.0733 1.8215 0.4001 0.0 -0.6 0.1
H -3.0844 0.0710 -1.1612 -0.4 0.0 -0.1
H -0.6613 -0.7563 0.1867 -0.1 -0.6 0.3
H -2.1201 -1.7074 -0.0542 0.4 -0.2 -0.1
C 1.3039 -0.9355 1.1831 2.8 0.5 -0.3
C 1.6826 0.0712 0.3600 -1.2 -1.0 0.2
N 2.6640 -0.1154 -0.6255 -0.7 0.6 -0.4
H 2.0204 -1.7429 1.0292 -0.4 -0.6 0.3
H 1.0675 -0.7879 2.2252 -1.2 0.1 -0.2
H 1.0759 0.9687 0.3093 0.6 0.6 0.3
H 2.6969 0.6711 -1.2600 0.0 -0.1 -0.1
H 2.5032 -0.9568 -1.1635 0.3 -0.2 0.1
```
Positions in Å, forces in eV/Å.


An isolated ion of composition C4H10N2 and charge +1 in a non-equilibrium geometry, computed with ωB97M-V/def2-TZVPD.

## Properties
Largest force on an atom ... 1.59 eV Å⁻¹
Multiplicity ... 2
E_HOMO (spin up / spin down) ... -13.361 / -16.338 eV
Total charge ... +1
DFT total energy ... -7283.030 eV

```
16
Properties=species:S:1:pos:R:3:forces:R:3
C -0.0931 -2.3252 -0.2704 0.6 -0.2 -0.9
C 0.5943 -1.2470 0.6054 -1.2 0.0 -0.8
C -0.0252 0.0882 0.2854 1.3 -0.4 0.6
C 0.2595 0.7875 -0.9009 -0.4 0.0 0.0
N 0.0346 2.1327 -0.9467 1.0 -0.2 -0.5
N -0.7117 0.7196 1.2222 -1.4 0.6 -0.5
H -0.4068 -1.9439 -1.2537 -0.3 0.3 0.5
H -0.9252 -2.8236 0.2226 0.0 0.1 0.0
H 0.6295 -3.0623 -0.6145 0.1 -0.3 0.6
H 1.6651 -1.2094 0.4235 0.0 0.0 0.0
H 0.4003 -1.4455 1.6522 0.3 -0.1 0.2
H 0.5445 0.2812 -1.8153 0.0 -0.2 0.2
H 0.6265 2.6322 -0.2809 -0.6 0.3 0.2
H 0.1863 2.5037 -1.8778 -0.2 0.2 0.1
H -1.2127 0.2359 1.9564 0.6 -0.3 0.2
H -1.2464 1.5163 0.8788 0.2 0.1 0.3
```
Positions in Å, forces in eV/Å.


An isolated ion of composition C4H10N2 and charge +2 in a non-equilibrium geometry, computed with ωB97M-V/def2-TZVPD.

## Properties
Largest force on an atom ... 4.42 eV Å⁻¹
E_HOMO ... -20.922 eV
Total charge ... +2
SMILES ... C[NH+](C)C#C[NH3+]
DFT total energy ... -7267.958 eV

```
16
Properties=species:S:1:pos:R:3:forces:R:3
C 1.7266 0.0033 0.2372 -2.5 -0.7 0.4
C 0.5544 -0.2145 0.4174 -2.1 0.7 -0.3
C -1.4504 1.0841 -0.1823 2.4 3.4 -1.5
C -1.6186 -1.2879 -0.3690 -1.9 -0.1 1.8
N 3.1180 0.1972 0.1890 -0.7 0.5 1.5
N -1.0373 -0.1585 0.4180 4.0 0.2 0.2
H -1.1298 1.9722 0.4670 -0.3 -1.2 -1.1
H -1.0171 1.1332 -1.2415 -0.7 0.2 1.6
H -2.4900 1.0626 -0.2211 -1.9 0.1 -0.1
H -1.3364 -1.2711 -1.3899 1.3 -0.3 -0.7
H -1.4626 -2.0990 0.3087 0.3 -1.4 -0.7
H -2.7108 -1.1440 -0.4527 0.4 0.2 0.6
H 3.2580 1.1897 0.7023 0.8 -2.9 -0.7
H 3.3867 0.3145 -0.7719 0.5 0.3 -1.1
H 3.5628 -0.7449 0.4889 0.0 2.1 0.4
H -1.3533 -0.0368 1.3998 0.3 -1.2 -0.3
```
Positions in Å, forces in eV/Å.


An isolated ion of composition C4H10N2O and charge -1 in a non-equilibrium geometry, computed with ωB97M-V/def2-TZVPD.

## Properties
Largest force on an atom ... 2.78 eV Å⁻¹
Multiplicity ... 2
E_HOMO (spin up / spin down) ... 1.159 / -5.769 eV
Total charge ... -1
DFT total energy ... -9336.610 eV

```
17
Properties=species:S:1:pos:R:3:forces:R:3
C 2.0323 0.0953 -1.3425 -0.3 0.0 -2.1
C 0.5424 -0.0197 -1.4077 -2.6 0.1 1.0
N -0.1419 0.3877 -0.3056 0.7 -0.1 1.1
C 0.3266 0.4519 1.1092 0.6 0.5 -1.6
C -0.5771 -0.3575 2.0001 -0.8 -0.9 -0.5
N -2.0340 -0.1600 1.7432 1.1 0.1 -0.2
O -0.1234 -0.3506 -2.3972 1.4 0.1 -0.1
H 2.4141 0.7939 -0.6163 0.1 0.0 0.2
H 2.1898 0.4334 -2.3782 0.6 0.4 0.3
H 2.5068 -0.8706 -1.3580 0.2 -0.5 0.6
H -1.1389 0.5240 -0.3512 -0.2 -0.5 -0.4
H 0.4143 1.5147 1.2877 -0.1 0.3 0.8
H 1.3537 0.0445 1.1363 -0.4 0.0 0.2
H -0.3417 -0.3253 3.0672 0.3 0.3 -0.1
H -0.4005 -1.3979 1.6768 0.2 0.2 0.3
H -2.4009 -1.1090 1.7398 -0.5 0.2 0.2
H -2.4437 0.3733 2.5007 -0.1 -0.1 0.1
```
Positions in Å, forces in eV/Å.


A single C4H10N2O molecule in a non-equilibrium geometry, computed with ωB97M-V/def2-TZVPD.

## Properties
Largest force on an atom ... 1.78 eV Å⁻¹
E_HOMO ... -9.414 eV
SMILES ... CC(C)NC(N)=O
DFT total energy ... -9338.421 eV

```
17
Properties=species:S:1:pos:R:3:forces:R:3
C 0.4971 1.0689 1.1854 -0.5 -1.3 0.7
C -0.7469 0.4576 0.5651 -0.1 -1.7 -0.6
C -1.2971 -0.7766 1.3093 0.8 0.0 0.5
N -0.4425 0.0521 -0.8443 -0.7 1.1 -0.4
C 0.7201 -0.5833 -1.1991 0.2 -0.9 0.6
N 1.3547 -0.1897 -2.3449 -0.6 0.6 -0.3
O 1.1898 -1.4693 -0.5042 0.3 0.2 0.3
H 0.3737 1.2184 2.2604 -0.4 1.0 -0.2
H 1.2435 0.2741 1.2539 0.3 0.2 -0.8
H 0.7875 1.9055 0.5690 0.5 0.4 0.4
H -1.5743 1.1578 0.4549 0.2 0.3 0.1
H -0.4933 -1.3526 1.7736 0.2 0.2 0.0
H -1.7172 -1.4917 0.6066 -0.6 0.3 0.0
H -1.9612 -0.4885 2.1264 -0.3 -0.1 -0.2
H -0.9299 0.6166 -1.5333 0.6 -0.1 0.1
H 0.8387 0.3130 -3.0456 0.2 0.1 0.0
H 2.1572 -0.7123 -2.6332 0.0 -0.3 0.0
```
Positions in Å, forces in eV/Å.


A single C4H10N2O molecule in a non-equilibrium geometry, computed with ωB97M-V/def2-TZVPD.

## Properties
Largest force on an atom ... 1.68 eV Å⁻¹
E_HOMO ... -9.557 eV
SMILES ... C[C@H](CN)NC=O
DFT total energy ... -9337.582 eV

```
17
Properties=species:S:1:pos:R:3:forces:R:3
C -2.0835 0.0730 0.7448 0.9 0.2 0.8
N -1.0015 -0.7654 0.9287 0.3 0.5 -1.1
C 0.9142 0.7673 1.2064 0.4 -0.5 1.5
C 0.3274 -0.3413 0.3611 -0.9 -1.0 -0.5
C 0.1745 -0.1288 -1.1680 -1.0 0.1 0.8
N 1.4608 0.0951 -1.7945 0.1 -1.1 -0.3
O -1.9896 1.2336 0.4190 -0.4 -0.1 -0.1
H -3.0113 -0.3897 1.0909 -0.4 -0.1 -0.2
H -1.2236 -1.7217 0.6859 0.0 -0.1 0.4
H 0.1598 1.2505 1.8379 0.0 0.3 -0.7
H 1.4760 0.2015 1.9634 0.3 0.4 0.0
H 1.6127 1.4743 0.7477 -0.5 -0.2 -0.3
H 0.9255 -1.2584 0.5305 0.0 0.5 -0.4
H -0.4661 0.7284 -1.3239 0.0 0.4 0.1
H -0.4841 -0.9770 -1.5156 1.0 0.3 -0.2
H 1.8135 -0.8277 -2.0365 0.4 0.2 0.0
H 1.3953 0.5863 -2.6777 -0.2 0.1 0.1
```
Positions in Å, forces in eV/Å.


A 2-piece molecular cluster, C4H10N2O overall in a non-equilibrium geometry, computed with ωB97M-V/def2-TZVPD.

## Properties
Largest force on an atom ... 1.73 eV Å⁻¹
E_HOMO ... -9.997 eV
SMILES ... [H]/N=C(/C)O.[H]/N=C\C
DFT total energy ... -9337.143 eV

```
17
Properties=species:S:1:pos:R:3:forces:R:3
C 2.6156 0.7218 0.9970 -0.1 0.1 0.1
C 1.6840 1.2640 -0.0415 0.3 -0.4 0.1
O 0.5072 0.6005 -0.2080 -0.8 -0.9 0.9
N 2.0240 2.2260 -0.7703 0.1 0.4 -0.2
H 0.2631 -0.0248 0.5348 0.8 1.2 -1.0
H 1.3237 2.4903 -1.4584 -0.2 -0.2 0.1
H 3.5233 1.3164 1.0047 0.0 0.0 0.0
H 2.1501 0.7649 1.9823 0.0 -0.1 0.1
H 2.8771 -0.3121 0.7713 -0.1 -0.1 0.0
C -1.8967 -1.6181 -0.9951 0.2 -0.1 0.2
C -2.1906 -0.4555 -0.1037 0.2 0.8 -0.9
N -2.6592 -0.4459 1.0584 -0.1 0.0 1.1
H -2.8229 -1.3763 1.4505 0.0 -0.1 -0.3
H -1.9539 0.5433 -0.5298 -0.2 -0.6 0.1
H -2.5054 -1.5638 -1.8956 -0.1 0.0 -0.1
H -2.0900 -2.5651 -0.4883 0.0 0.0 0.0
H -0.8494 -1.5656 -1.3085 -0.1 -0.1 0.0
```
Positions in Å, forces in eV/Å.


A 3-piece molecular cluster, C4H10N2O overall in a non-equilibrium geometry, computed with ωB97M-V/def2-TZVPD.

## Properties
Largest force on an atom ... 4.54 eV Å⁻¹
E_HOMO ... -7.901 eV
DFT total energy ... -9328.228 eV

```
17
Properties=species:S:1:pos:R:3:forces:R:3
C -3.5349 -0.6703 0.2955 0.3 -2.3 1.3
N -2.6670 0.1024 -0.3006 3.1 1.8 -0.5
C -1.2600 -0.3851 -0.5121 -2.6 0.3 -0.2
C 1.9752 2.0351 -0.0795 -0.7 -2.3 -2.3
C 2.5534 1.0898 0.6531 -1.2 1.6 1.4
N 1.5816 -1.2131 -0.2133 -2.7 1.4 3.4
O -3.1947 -1.7595 0.8319 -0.9 0.8 -0.2
H -4.5403 -0.2496 0.4491 0.0 -0.2 -0.4
H -0.4994 0.3754 -0.4116 -0.3 0.6 -0.3
H -1.1071 -1.1133 0.2877 0.3 -0.8 -0.2
H -1.2525 -0.8437 -1.5058 0.4 -0.2 0.3
H 2.1526 3.0972 -0.0377 -0.2 0.2 0.3
H 1.3248 1.5982 -0.9406 1.2 1.3 1.1
H 2.8297 1.4368 1.6865 0.7 -1.1 -0.9
H 2.1461 -0.0260 0.3425 0.7 0.3 0.2
H 1.6517 -1.9217 0.5231 0.4 0.0 -0.3
H 1.8408 -1.5526 -1.0682 1.6 -1.3 -2.8
```
Positions in Å, forces in eV/Å.


A single C4H10N2O molecule in a non-equilibrium geometry, computed with ωB97M-V/def2-TZVPD.

## Properties
Largest force on an atom ... 1.64 eV Å⁻¹
E_HOMO ... -9.288 eV
SMILES ... CCNC(=O)CN
DFT total energy ... -9338.026 eV

```
17
Properties=species:S:1:pos:R:3:forces:R:3
N 1.4749 1.6203 -1.8250 -0.4 0.5 0.1
C 0.8398 1.1576 -0.6219 -0.3 -0.4 -0.1
C 1.2256 -0.2705 -0.2284 -0.1 -0.2 0.1
N 0.4948 -0.8499 0.7684 0.2 0.3 0.4
C -0.7550 -0.3822 1.2914 -1.0 0.5 1.2
C -1.9666 -0.9218 0.5493 -0.4 -0.9 -0.6
O 2.1085 -0.8805 -0.7962 0.2 0.0 0.0
H 1.1595 1.0600 -2.6032 0.4 -0.1 -0.1
H 2.4798 1.5953 -1.7446 0.1 -0.3 -0.2
H -0.2391 1.1151 -0.7880 -0.1 0.3 0.0
H 1.0050 1.8579 0.1994 0.1 -0.1 0.1
H 0.7290 -1.7981 0.9986 0.3 -0.2 -0.2
H -0.8938 -0.6677 2.3450 0.5 -0.4 -0.2
H -0.8062 0.6975 1.4401 0.3 0.1 -0.8
H -2.8156 -0.2490 0.4605 0.0 0.2 0.2
H -1.7126 -1.2371 -0.4677 0.1 0.3 0.0
H -2.3281 -1.8468 1.0223 0.0 0.3 0.0
```
Positions in Å, forces in eV/Å.


A single C4H10N2O molecule in a non-equilibrium geometry, computed with ωB97M-V/def2-TZVPD.

## Properties
Largest force on an atom ... 3.00 eV Å⁻¹
E_HOMO ... -7.828 eV
SMILES ... CN(C)C/N=C\O
DFT total energy ... -9334.665 eV

```
17
Properties=species:S:1:pos:R:3:forces:R:3
C 0.2059 1.2750 0.7229 0.5 -1.8 -1.1
C -0.9858 -0.9788 0.9442 0.2 0.1 0.1
C 1.2934 -1.0432 0.1235 -0.1 0.1 0.4
N 0.0633 -0.2731 0.2198 0.4 0.7 0.7
C -0.7443 0.9741 -1.1638 -0.5 3.0 0.1
O 0.3037 1.0752 -2.0697 -0.1 -0.6 0.6
N -0.8238 1.7559 -0.0958 -1.0 -0.7 -0.9
H 0.0611 0.6852 -2.9179 -0.1 -0.1 0.2
H 1.2240 1.5303 0.3896 0.1 0.0 0.5
H 0.0331 1.4395 1.7973 0.2 -0.2 -0.3
H -1.6984 0.7424 -1.6483 0.2 -0.5 -0.2
H -1.8657 -0.3389 0.9817 0.0 0.0 0.0
H -0.6719 -1.2045 1.9697 0.0 -0.1 0.0
H -1.2235 -1.9179 0.4387 0.0 0.1 0.0
H 2.0239 -0.4810 -0.4546 0.0 0.0 -0.1
H 1.0999 -2.0045 -0.3585 0.0 0.1 0.0
H 1.7052 -1.2356 1.1211 0.1 -0.1 0.0
```
Positions in Å, forces in eV/Å.


C4H10N2O as an isolated structure in a non-equilibrium geometry, computed with ωB97M-V/def2-TZVPD.

## Properties
Largest force on an atom ... 6.40 eV Å⁻¹
E_HOMO ... -8.605 eV
DFT total energy ... -9333.172 eV

```
17
Properties=species:S:1:pos:R:3:forces:R:3
C 0.7362 -0.6475 0.1461 5.5 2.0 2.6
C 1.1741 -0.6386 -1.3013 0.0 0.0 0.5
N -1.1966 -0.5191 0.1575 -0.9 1.5 0.3
C -0.0874 0.4003 0.6820 -3.4 -2.8 -2.2
N -2.2088 0.0632 -0.6228 -0.5 0.2 0.3
C -0.1367 1.6853 0.9479 0.1 -0.3 -0.1
O 2.2150 0.0413 0.9439 0.1 -1.1 -1.5
H 2.1212 0.2628 1.8771 -0.5 -0.3 -0.1
H -1.4514 -1.3111 0.7449 -0.1 0.5 0.2
H 0.7499 -1.6157 0.6504 -0.3 0.3 -0.2
H -2.5768 -0.6030 -1.2937 0.2 0.0 0.1
H -2.9686 0.3944 -0.0334 -0.1 0.0 -0.2
H 0.6965 -1.4474 -1.8528 0.0 0.1 0.0
H 0.9723 0.3184 -1.7754 -0.1 0.0 0.0
H 2.2509 -0.7995 -1.2895 0.0 0.0 -0.1
H 0.7931 2.2116 1.0916 0.0 0.1 0.0
H -1.0828 2.2047 0.9273 0.0 0.0 0.2
```
Positions in Å, forces in eV/Å.


A single C4H10N2O molecule in a non-equilibrium geometry, computed with ωB97M-V/def2-TZVPD.

## Properties
Largest force on an atom ... 4.34 eV Å⁻¹
E_HOMO ... -9.263 eV
SMILES ... CN(C=O)CCN
DFT total energy ... -9336.708 eV

```
17
Properties=species:S:1:pos:R:3:forces:R:3
C -1.5596 -0.0911 -0.3336 0.4 1.3 0.7
N -0.2939 -0.5227 -0.4871 -2.6 3.0 -1.8
C -0.0986 -1.8353 -0.1995 1.8 -3.8 -0.9
C 0.7806 0.3337 -0.7935 1.8 2.2 -1.0
C 1.6878 0.7568 0.4134 1.6 -0.3 -0.5
N 1.3863 2.0437 1.0204 -0.4 0.3 -0.9
O -2.3836 -0.7823 0.2236 -0.8 0.4 -0.5
H -1.6474 0.9865 -0.6778 -0.5 -0.8 0.3
H -0.7059 -2.6654 -0.6767 -0.2 1.6 0.4
H 0.8844 -2.0296 -0.6447 0.3 -0.5 1.0
H -0.1795 -1.8804 0.8508 0.4 -1.3 1.4
H 0.4968 1.2839 -1.3817 -0.2 -1.3 1.1
H 1.3906 -0.1682 -1.5367 0.4 -0.2 0.0
H 2.8046 0.6877 0.1752 -1.4 0.5 -0.5
H 1.6556 0.0100 1.1656 -0.6 -1.1 0.7
H 1.3608 2.0282 2.0271 -0.1 -0.1 0.0
H 0.5009 2.3739 0.6550 0.0 0.2 0.3
```
Positions in Å, forces in eV/Å.


Question: Which value of largest force on an atom does entry 12 give?
Answer: 4.34 eV Å⁻¹


Question: The lowest DFT total energy belongs to which entry?
Answer: number 5


Question: What is the formula in the eleventh record?
Answer: C4H10N2O


Question: DFT total energy of number 5 (C4H10N2O)?
Answer: -9338.421 eV